Entry 1:
2 unconnected molecules or ions with the total composition C4H10NO2 at a distorted geometry, computed with wB97M-V/def2-TZVPD.

```
17
Properties=species:S:1:pos:R:3:forces:R:3
C 1.47162 -0.73769 -0.64560 -0.339 0.277 0.206
C 0.41012 0.00512 1.58228 -0.196 -0.238 -0.371
C -0.21876 1.14583 -0.54496 0.252 -0.052 -0.150
C 0.30609 -0.12736 0.09269 -1.158 -0.266 -1.260
N -1.43757 -1.31885 -0.56726 1.320 0.449 1.326
O -2.44375 -0.86765 0.15809 0.000 -0.072 -0.263
O -1.46628 1.54648 -0.03627 -0.179 -0.167 0.120
H 2.08740 -1.33488 0.02583 0.080 -0.099 0.013
H 1.12248 -1.38980 -1.44794 -0.021 -0.083 -0.153
H 2.11152 0.03266 -1.10080 0.139 0.008 -0.015
H 0.87968 0.96569 1.84886 -0.022 0.003 0.072
H 0.99822 -0.79977 2.02124 0.014 -0.116 0.063
H -0.58924 -0.00661 2.01812 -0.143 0.000 0.126
H 0.47233 2.00680 -0.38799 0.095 -0.143 0.012
H -0.28868 1.00455 -1.64309 0.164 0.007 0.125
H -1.43100 -0.81869 -1.47792 0.109 0.321 0.207
H -1.98418 0.69418 0.10472 -0.116 0.172 -0.057
```
Positions in Å, forces in eV/Å.

Properties
* E_HOMO (spin up / spin down): -2.04 / -1.93 eV
* electronic energy: -9892.151 eV
* net charge: -1
* LUMO (spin up / spin down): 4.023 / 4.067 eV
* strongest force on any atom: 1.924 eV/Å

Mulliken population analysis, charges in e, atoms 1 to 5: atom 1 (C): -1.413, atom 2 (C): -1.482, atom 3 (C): -0.823, atom 4 (C): 0.940, atom 5 (N): -0.283


Entry 2:
A molecular structure, C4H10NO2 at a distorted geometry, computed with wB97M-V/def2-TZVPD.

```
17
Properties=species:S:1:pos:R:3:forces:R:3
C -1.61491 -0.66410 -0.12608 0.283 1.372 -1.589
C 0.23785 0.07838 -0.21392 1.793 2.079 -1.680
C 1.14346 -1.12759 -0.31932 -0.478 -0.159 -0.431
C 0.86234 1.50522 -0.38121 0.896 -1.135 1.736
N -0.75125 -0.07887 0.98242 0.154 1.072 -3.338
O -0.76248 -0.10988 -1.20493 -2.365 -0.746 2.453
O -2.82169 -0.13967 0.00873 -2.450 1.577 -1.855
H -1.55527 -1.73497 -0.09128 -0.361 -0.568 -0.056
H 0.46145 -1.96326 0.01750 1.702 0.283 0.051
H 2.06754 -0.88262 0.22637 -0.282 -1.029 0.016
H 1.34466 -1.35510 -1.42268 -0.141 0.668 1.597
H 0.03256 2.25441 -0.37665 0.940 -0.450 0.086
H 1.43916 1.54265 -1.34445 -0.668 -0.083 0.925
H 1.62649 1.61413 0.51502 -1.576 0.268 -1.835
H -1.23637 0.72907 1.33453 0.053 0.830 0.019
H -0.53324 -0.66181 1.71084 1.050 -2.008 2.221
H -3.17150 0.52917 -0.70584 1.449 -1.971 1.680
```
Positions in Å, forces in eV/Å.

Properties
* E_HOMO: -15.43 eV
* electronic energy: -9886.794 eV
* net charge: +1
* LUMO: -3.204 eV
* strongest force on any atom: 3.510 eV/Å

Mulliken population analysis, charges in e, atoms 1 to 5: atom 1 (C): 0.036, atom 2 (C): 0.835, atom 3 (C): -1.077, atom 4 (C): -1.193, atom 5 (N): -0.102


Entry 3:
A gas-phase ion, C4H10NO2 (charge +1) at a distorted geometry, computed with wB97M-V/def2-TZVPD.

```
17
Properties=species:S:1:pos:R:3:forces:R:3
C -1.62481 1.23783 -0.70122 -0.564 -0.078 -2.609
N -0.93646 0.27664 0.23682 -0.138 -0.193 -0.688
C 0.55324 -0.02042 0.00612 0.030 0.765 -1.923
O 0.63881 -1.13314 -0.80411 0.438 1.664 0.149
C 0.79297 -2.22629 0.07989 -0.546 1.101 3.525
C 1.42812 1.19037 0.21987 -0.887 -1.622 -1.545
O 1.32404 0.09355 1.10118 0.094 -0.447 1.619
H -1.12197 2.20922 -0.77077 0.143 -0.454 0.359
H -1.73242 0.85409 -1.85061 0.507 0.401 3.146
H -2.62989 1.39828 -0.29684 0.216 -0.089 -0.179
H -1.51785 -0.56704 0.23713 0.479 -0.285 -0.145
H -0.96306 0.59118 1.18683 -0.320 0.751 0.864
H 0.81012 -3.15133 -0.40142 -0.375 -1.187 -1.056
H -0.06599 -2.11713 0.87477 1.366 -0.962 -1.302
H 1.72904 -2.10814 0.66756 -0.532 -0.226 -0.483
H 2.31539 1.38721 -0.31057 1.213 -0.616 -0.608
H 1.00071 2.08511 0.52538 -1.124 1.478 0.877
```
Positions in Å, forces in eV/Å.

Properties
* E_HOMO: -15.24 eV
* electronic energy: -9885.752 eV
* net charge: +1
* LUMO: -3.334 eV
* strongest force on any atom: 3.733 eV/Å
* SMILES string: C[NH2+][C@@]1(OC)CO1

Mulliken population analysis, charges in e, atoms 1 to 5: atom 1 (C): -0.827, atom 2 (N): -0.146, atom 3 (C): 0.642, atom 4 (O): -0.357, atom 5 (C): -0.656


Entry 4:
2 unconnected molecules or ions with the total composition C4H10NO2S at a distorted geometry, computed with wB97M-V/def2-TZVPD.

```
18
Properties=species:S:1:pos:R:3:forces:R:3
O -0.49290 -3.98695 -1.06298 -0.570 -2.583 -2.053
C -0.26602 -2.96985 -0.50113 0.816 2.872 0.951
N -0.12832 -1.72991 -1.12052 -0.062 -1.767 1.126
C -0.10810 -0.43943 -0.40959 -1.002 -1.195 -0.002
C -0.99311 0.62988 -1.04284 -0.078 2.205 -0.503
S -1.20810 1.69594 0.45733 -0.462 1.192 -0.180
C 1.32300 0.08719 -0.18558 -1.978 0.840 0.753
H -0.10130 -3.09276 0.59979 -0.121 1.309 -0.281
H -0.11960 -1.78106 -2.12788 -0.191 0.118 0.011
H -0.55087 -0.63475 0.63334 0.572 0.044 -1.668
H -2.03217 0.53912 -1.48339 1.157 -1.213 0.746
H -0.45333 1.19896 -1.89848 -0.347 -0.892 1.385
H 1.95384 -0.74345 -0.29582 1.146 -1.251 0.703
H 1.65045 0.76211 -0.98157 -0.312 0.501 0.409
H 1.13723 0.52834 0.84182 1.503 -0.041 -1.302
H -0.59629 3.34370 3.01942 -1.008 -0.140 0.234
H 0.66530 3.26392 2.28421 -0.656 -0.076 2.907
O 0.32029 3.32900 3.27388 1.593 0.078 -3.236
```
Positions in Å, forces in eV/Å.

Properties
* E_HOMO: -3.00 eV
* electronic energy: -20730.769 eV
* net charge: -1
* LUMO: 3.650 eV
* strongest force on any atom: 3.608 eV/Å

Mulliken population analysis, charges in e, atoms 1 to 5: atom 1 (O): -0.560, atom 2 (C): -0.003, atom 3 (N): -0.159, atom 4 (C): -0.140, atom 5 (C): -0.530


Entry 5:
2 unconnected molecules or ions with the total composition C4H10NO3 at a distorted geometry, computed with wB97M-V/def2-TZVPD.

```
18
Properties=species:S:1:pos:R:3:forces:R:3
C -2.53112 0.10210 -0.19400 -6.757 2.027 1.754
N -1.54820 -0.45203 -0.99723 -1.823 0.422 1.198
C -0.19618 1.26184 0.22452 -0.471 1.140 -2.157
C -0.76652 -0.22391 0.20601 6.264 2.426 2.003
C 0.63248 -1.16520 0.13801 -1.466 -0.625 -1.908
O 1.56009 -0.81388 -0.72574 -0.019 0.218 0.420
O -3.36190 -0.40493 0.69543 3.228 1.131 -3.945
H -2.79114 1.16341 -0.54900 0.621 -0.947 1.006
H 2.97761 -0.08798 -0.41577 -1.054 -0.258 0.099
H 0.40027 1.61460 -0.74803 -1.587 -1.177 1.854
H -1.00606 2.01177 0.45927 0.691 -0.569 -0.529
H 0.51409 1.43273 1.00414 0.609 -0.539 0.725
H -1.03756 -0.35375 1.29194 -0.795 -0.697 -1.515
H 0.86847 -1.28049 1.20608 0.394 -0.016 0.191
H 0.06019 -2.05712 -0.26269 0.510 -0.379 0.818
H -1.94628 -1.35110 -1.01803 0.668 -2.607 -0.174
H 4.49491 0.09651 -0.25623 1.161 -0.580 -0.271
O 3.67685 0.50744 -0.05867 -0.172 1.030 0.430
```
Positions in Å, forces in eV/Å.

Properties
* E_HOMO: -3.56 eV
* electronic energy: -11940.071 eV
* net charge: -1
* LUMO: 3.961 eV
* strongest force on any atom: 7.269 eV/Å

Mulliken population analysis, charges in e, atoms 1 to 5: atom 1 (C): 0.059, atom 2 (N): -0.400, atom 3 (C): -1.271, atom 4 (C): 0.402, atom 5 (C): -0.515


Entry 6:
A gas-phase ion, C4H10NO3 (charge -1) at a distorted geometry, computed with wB97M-V/def2-TZVPD.

```
18
Properties=species:S:1:pos:R:3:forces:R:3
C 0.51886 -0.79467 1.92347 -0.692 1.113 0.564
C 1.31772 -0.20380 0.78566 1.862 -0.195 0.480
N 0.53891 -0.41666 -0.43941 3.428 -1.644 -0.336
O 1.70581 -0.38208 -1.35291 -1.004 0.397 -1.425
C -0.38414 0.67724 -0.68459 -3.905 -1.354 -1.977
C -1.95589 -0.15925 -0.42545 0.659 4.539 0.996
O -0.23214 1.74745 -0.12930 0.368 2.720 2.280
O -0.47147 0.98089 -2.22247 -0.255 -3.604 0.163
H 0.68657 -1.88946 1.98490 -0.348 0.661 0.061
H 0.69003 -0.27998 2.92322 -0.181 -0.728 -1.151
H -0.48158 -0.53436 1.51862 0.118 -0.727 1.394
H 1.59767 0.88119 0.85722 -0.531 -0.860 0.282
H 2.31149 -0.76959 0.72392 -1.394 0.672 -0.383
H 1.26423 -0.12802 -2.19174 0.198 -0.024 0.365
H -2.19037 -0.22054 0.67642 0.538 -0.414 -1.014
H -2.66651 0.68352 -0.74776 0.748 -1.452 -0.063
H -2.03712 -1.06341 -0.95962 -0.201 -1.013 -0.587
H -0.21208 1.87151 -2.24019 0.592 1.910 0.350
```
Positions in Å, forces in eV/Å.

Properties
* E_HOMO: -3.68 eV
* electronic energy: -11940.390 eV
* net charge: -1
* LUMO: 4.222 eV
* strongest force on any atom: 4.694 eV/Å
* SMILES string: CCN(O)[C@@](C)([O-])O

Mulliken population analysis, charges in e, atoms 1 to 5: atom 1 (C): -0.335, atom 2 (C): -0.447, atom 3 (N): -0.172, atom 4 (O): -0.538, atom 5 (C): 0.681


Entry 7:
2 unconnected molecules or ions with the total composition C4H10NO3 at a distorted geometry, computed with wB97M-V/def2-TZVPD.

```
18
Properties=species:S:1:pos:R:3:forces:R:3
C -1.47979 0.05535 2.29221 -2.082 0.639 -2.920
N -0.83555 0.32582 1.14669 2.031 -0.058 1.595
C -1.73935 0.63495 0.04066 -2.105 -4.594 1.267
C 0.55761 -0.23007 1.03855 -0.624 0.040 -3.850
C 1.09680 0.04276 -0.46873 0.493 -2.048 0.780
O 0.52308 -0.84583 -1.31612 0.715 -0.049 -0.124
O -2.69847 0.10745 2.28873 -1.648 -0.136 2.127
H -1.02541 -0.25219 3.16680 1.980 -0.600 1.685
H -1.77436 -0.27770 -0.60509 0.834 1.325 -0.428
H -2.77479 0.48454 0.51168 1.506 1.049 -0.736
H -1.65551 1.57029 -0.37113 0.658 1.945 -1.269
H 1.34392 0.09357 1.68407 -0.199 0.820 1.222
H 0.52217 -1.33362 0.99956 -0.071 0.410 0.325
H 2.27443 -0.09310 -0.33616 -1.367 0.392 -0.178
H 0.91989 1.05083 -0.84266 0.125 0.867 0.580
H 1.83246 -0.33598 -3.71225 0.287 0.116 0.247
H 2.27540 -0.70964 -2.34369 -0.117 0.513 -0.702
O 2.63746 -0.28740 -3.17312 -0.417 -0.631 0.378
```
Positions in Å, forces in eV/Å.

Properties
* E_HOMO: -3.22 eV
* electronic energy: -11941.744 eV
* net charge: -1
* LUMO: 3.789 eV
* strongest force on any atom: 5.210 eV/Å

Mulliken population analysis, charges in e, atoms 1 to 5: atom 1 (C): -0.020, atom 2 (N): 0.054, atom 3 (C): -1.076, atom 4 (C): -0.642, atom 5 (C): -0.394


Entry 8:
2 unconnected molecules or ions with the total composition C4H10NO3 at a distorted geometry, computed with wB97M-V/def2-TZVPD.

```
18
Properties=species:S:1:pos:R:3:forces:R:3
O 1.52748 -2.38500 -0.66291 0.160 -0.731 -2.053
C 1.56124 -1.17960 -0.94245 -0.168 -4.355 5.700
N 1.47374 -0.41278 0.14621 0.347 1.236 -0.056
C 0.88717 0.87411 -0.02138 -1.678 0.600 -0.232
C -0.48900 0.76009 -0.76487 0.041 2.925 3.720
C -1.30373 2.19868 -0.33190 -0.011 -2.539 -3.117
O -1.35737 2.30270 0.92754 -0.117 0.708 2.293
H 1.73628 -0.83559 -1.87983 0.383 1.616 -2.855
H 1.15986 -0.87104 1.00834 0.437 -0.261 -0.962
H 1.47493 1.46543 -0.69613 0.854 0.661 0.059
H 0.85529 1.27204 1.01078 -0.560 0.567 -0.944
H -0.31994 0.66321 -1.80120 -0.220 -0.664 -1.300
H -1.11547 0.11627 -0.17051 -0.309 -1.026 -0.594
H -0.76147 2.87606 -0.98761 0.877 1.474 -0.067
H -2.27772 2.12868 -0.92808 0.011 -0.225 0.395
H -1.30955 -1.27888 1.71685 2.581 5.690 3.151
H -1.37514 -1.96857 0.57919 0.956 -0.649 -3.745
O -1.70977 -1.99243 1.42140 -3.584 -5.026 0.609
```
Positions in Å, forces in eV/Å.

Properties
* E_HOMO: -2.92 eV
* electronic energy: -11941.082 eV
* net charge: -1
* LUMO: 3.759 eV
* strongest force on any atom: 7.175 eV/Å

Mulliken population analysis, charges in e, atoms 1 to 5: atom 1 (O): -0.662, atom 2 (C): 0.014, atom 3 (N): -0.220, atom 4 (C): -0.932, atom 5 (C): -0.372


Entry 9:
2 unconnected molecules or ions with the total composition C4H10NO3 at a distorted geometry, computed with wB97M-V/def2-TZVPD.

```
18
Properties=species:S:1:pos:R:3:forces:R:3
C 1.21681 1.73282 -1.00439 -0.756 -1.203 -0.378
N 0.42671 0.55373 -1.42785 0.560 0.184 0.348
C -1.55871 0.14726 0.01241 -0.541 0.378 1.318
C -0.09365 -0.16163 -0.25354 -0.635 -0.206 -0.812
C 0.11202 -1.68581 -0.35181 1.028 -0.837 0.522
O -0.60220 -2.39747 0.39964 -0.272 0.089 -0.081
O 1.11742 -2.07655 -0.99385 -0.319 0.297 -0.418
H 1.76563 1.53389 -0.07972 0.348 -0.014 0.031
H 0.48802 2.49408 -0.77067 0.105 0.776 -0.112
H 1.90758 1.98798 -1.81168 -0.161 0.406 0.150
H 1.05566 -0.09540 -1.89266 -0.056 -0.206 0.168
H -2.19144 -0.23793 -0.78273 -0.032 0.533 -0.343
H -1.96496 -0.30566 0.91693 0.486 -0.772 -0.197
H -1.76712 1.17366 0.35556 0.227 0.334 -1.166
H 0.52645 0.06130 0.60752 -0.097 0.480 0.044
H -0.77164 -1.26838 2.33978 -0.913 0.272 -0.252
H 0.56404 -0.97793 2.24909 0.543 0.680 0.094
O -0.23061 -0.47794 2.48796 0.484 -1.191 1.083
```
Positions in Å, forces in eV/Å.

Properties
* E_HOMO: -4.33 eV
* electronic energy: -11943.859 eV
* net charge: -1
* LUMO: 3.922 eV
* strongest force on any atom: 1.681 eV/Å

Mulliken population analysis, charges in e, atoms 1 to 5: atom 1 (C): -0.819, atom 2 (N): -0.464, atom 3 (C): -1.275, atom 4 (C): 0.634, atom 5 (C): 0.433


Entry 10:
2 unconnected molecules or ions with the total composition C4H10NO4 at a distorted geometry, computed with wB97M-V/def2-TZVPD.

```
19
Properties=species:S:1:pos:R:3:forces:R:3
C -1.19343 0.69002 0.51304 -0.420 0.365 0.135
C -0.05271 0.08606 1.34560 -0.346 0.329 -0.143
C 1.22345 0.90632 1.29204 1.136 -0.257 -1.293
O 2.28408 0.28347 0.52555 -0.067 0.356 0.988
N -0.99854 1.06096 -0.89512 0.876 -0.754 -0.179
C -0.85016 0.04203 -1.89615 -0.836 -0.008 2.137
O -0.06075 0.49480 -2.77799 0.834 0.220 -1.026
O -1.34315 -1.07135 -1.81196 -0.176 0.904 -0.289
H -1.40939 1.65092 0.99202 -0.299 -0.107 -0.095
H -2.09611 0.08206 0.52391 0.080 -0.099 0.226
H 0.09983 -0.96036 1.11183 0.372 -0.217 -0.231
H -0.35897 0.07660 2.39326 -0.433 0.004 -0.116
H 1.14243 1.84910 0.73749 -0.740 0.292 0.666
H 1.56443 1.09425 2.30775 0.325 0.077 -0.108
H 1.89777 -0.43169 0.03738 -0.136 -0.764 -0.429
H -0.35632 1.84536 -1.00441 -0.379 -0.044 -0.356
H 0.25806 -2.70368 -1.84992 0.355 -0.467 -0.473
H -0.20629 -2.16765 -0.62679 0.347 -0.684 0.331
O 0.45576 -2.82722 -0.91754 -0.495 0.855 0.253
```
Positions in Å, forces in eV/Å.

Properties
* E_HOMO (spin up / spin down): -10.60 / -10.55 eV
* electronic energy: -13987.912 eV
* multiplicity: 2
* LUMO (spin up / spin down): 0.559 / -3.805 eV
* expectation value of S²: 0.758
* strongest force on any atom: 2.295 eV/Å

Mulliken population analysis, charges in e, atoms 1 to 5: atom 1 (C): -0.807, atom 2 (C): -0.562, atom 3 (C): -0.340, atom 4 (O): -0.534, atom 5 (N): -0.170


Calculated energy above the lowest of the compared OMol25 structures with the same formula, charge and spin in order - 510.9; 269.5; 370.1; 209.2; 513.9; 483.1; 352.5; 416.3; 148.4; 26.3 kJ/mol